Entry 1:
C5H8N2 | wB97M-V/def2-TZVPD

The geometry in XYZ format:
```
15
C5H8N2 wB97M-V/def2-TZVPD
H 0.5752 -1.5335 -2.3401
N 1.0858 -1.7500 -1.4838
C 0.3477 -1.6070 -0.4415
N 1.0951 -1.5309 0.8830
C 0.8012 -0.3559 1.2374
C -0.3204 0.3776 0.3573
C -1.4209 0.7681 1.0455
C 0.1867 1.2382 -0.7660
H -0.6150 -2.1093 -0.3003
H 0.9290 0.0317 2.2541
H -1.8308 1.7687 0.9466
H -1.7696 0.2400 1.9275
H -0.5433 1.9739 -1.1176
H 1.0992 1.7785 -0.5014
H 0.3801 0.7098 -1.7007
```

SMILES   [H]/N=C/N=C\C(=C)C
HOMO-LUMO gap   9.03 eV
Energy relative to the best compared isomer or geometry (same formula, charge and spin)   95.85 kcal per mole
Charge   0
E_LUMO   -0.3 eV
Electronic energy   -8290.83972 eV

Entry 2:
C5H8N2 | wB97M-V/def2-TZVPD

The geometry in XYZ format:
```
15
C5H8N2 wB97M-V/def2-TZVPD
C 1.4930 0.0819 -0.3738
C -0.0175 0.2825 -0.1685
N -0.5127 1.2937 -1.0877
C -0.2337 0.3551 1.3375
C -0.7993 -0.7454 1.9220
C -1.1095 -1.4988 0.7187
N -0.7162 -0.9756 -0.4290
H 1.7539 0.1815 -1.4315
H 2.0562 0.8203 0.2046
H 1.7769 -0.9096 -0.0125
H -1.4570 1.5713 -0.8338
H 0.0666 2.1254 -1.0216
H 0.2208 1.2013 1.8602
H -1.6239 -2.4610 0.6763
H -0.8977 -1.3228 -1.3610
```

SMILES   C[C@]1(N)C=C=CN1
HOMO-LUMO gap   7.41 eV
Energy relative to the best compared isomer or geometry (same formula, charge and spin)   75.73 kcal per mole
Charge   0
E_LUMO   0.1 eV
Electronic energy   -8291.71256 eV

Entry 3:
C5H8N2 | wB97M-V/def2-TZVPD

The geometry in XYZ format:
```
15
C5H8N2 wB97M-V/def2-TZVPD
C -2.5776 -0.3460 -0.4107
N -1.2412 0.3608 -0.2757
C -0.1924 -0.4341 -0.1464
C 0.9750 0.1193 0.3121
C 2.3353 -0.3625 -0.0446
C 0.7137 1.4312 0.7787
N -0.4812 1.9160 0.5694
H -3.0591 -0.1753 -1.3853
H -3.2891 -0.0562 0.3630
H -2.4816 -1.4524 -0.3276
H -0.2627 -1.5106 -0.3010
H 2.7224 0.2092 -0.9030
H 2.2785 -1.4072 -0.3610
H 3.0355 -0.2501 0.7863
H 1.5247 1.9578 1.3458
```

HOMO-LUMO gap   8.05 eV
Energy relative to the best compared isomer or geometry (same formula, charge and spin)   83.29 kcal per mole
Charge   0
E_LUMO   0.1 eV
Electronic energy   -8291.38461 eV

Entry 4:
C5H8N2 | wB97M-V/def2-TZVPD

The geometry in XYZ format:
```
15
C5H8N2 wB97M-V/def2-TZVPD
C 2.2319 0.1482 0.1011
N 0.8103 -0.0926 -0.0220
C 0.1266 -1.3891 0.1664
C -1.3400 -1.1635 0.0286
C -1.4305 0.2264 -0.0512
N -2.6466 0.9623 -0.0489
C -0.1565 0.8181 -0.0884
H 2.7774 -0.7083 -0.3071
H 2.5190 1.0381 -0.4681
H 2.5344 0.2862 1.1470
H 0.5666 -2.1463 -0.4980
H 0.2647 -1.7169 1.2087
H -3.3946 0.2754 -0.0892
H -2.7294 1.5660 -0.8602
H 0.0978 1.8748 -0.1734
```

HOMO-LUMO gap   8.19 eV
Energy relative to the best compared isomer or geometry (same formula, charge and spin)   71.76 kcal per mole
Charge   0
E_LUMO   0.5 eV
Electronic energy   -8291.88465 eV

Entry 5:
C5H8N2 | wB97M-V/def2-TZVPD

The geometry in XYZ format:
```
15
C5H8N2 wB97M-V/def2-TZVPD
C -0.8601 1.5882 0.1271
C -0.9140 0.0837 0.1186
C -0.0131 -0.8797 -1.2316
N 0.3061 -1.7031 -0.0876
C 0.1448 -0.6665 0.9162
C 1.4001 0.1476 1.0573
N 2.3811 0.7575 1.1370
H 0.1061 1.9556 -0.2433
H -1.6713 2.0474 -0.4408
H -0.9420 1.9620 1.1610
H -1.4039 -0.4984 -0.6830
H 0.6974 -0.1547 -1.6122
H -0.4559 -1.4789 -2.0593
H 1.2154 -2.1421 -0.1184
H -0.1114 -1.0309 1.9200
```

SMILES   C[C@H]1CN[C@H]1C#N
HOMO-LUMO gap   9.74 eV
Energy relative to the best compared isomer or geometry (same formula, charge and spin)   96.82 kcal per mole
Charge   0
E_LUMO   1.0 eV
Electronic energy   -8290.79775 eV

Entry 6:
C5H8N2 | wB97M-V/def2-TZVPD

The geometry in XYZ format:
```
15
C5H8N2 wB97M-V/def2-TZVPD
C 0.6630 1.5794 1.0697
C -1.3015 0.1418 -0.8282
C -0.3549 -0.7186 -1.5232
C 1.0795 -0.4204 -1.6563
N 2.2155 -0.2364 -1.7781
N -0.8491 -0.8693 -0.1494
C -0.5997 -1.6086 0.8944
H 1.4473 1.8641 1.7634
H 0.9364 1.9235 0.0705
H -0.2706 2.0649 1.3633
H -1.9429 0.9977 -0.7619
H -0.6920 -1.4782 -2.2312
H 0.5853 0.4896 1.1222
H 0.1542 -2.3769 0.8110
H -1.0706 -1.3526 1.8338
```

HOMO-LUMO gap   8.73 eV
Energy relative to the best compared isomer or geometry (same formula, charge and spin)   107.90 kcal per mole
Charge   0
E_LUMO   0.9 eV
Electronic energy   -8290.31737 eV

Entry 7:
C5H8N2 | wB97M-V/def2-TZVPD

The geometry in XYZ format:
```
15
C5H8N2 wB97M-V/def2-TZVPD
C -2.7235 -0.1476 -0.0230
N -1.2457 0.1036 0.0549
C -0.6030 -0.5955 0.9636
N 0.7286 -0.6117 1.0314
C 1.2231 0.1003 0.0006
C 2.7099 0.1594 -0.3050
C 0.4699 0.7012 -0.9319
H -3.0061 -0.7348 -0.9039
H -3.1023 -0.7218 0.8490
H -3.2988 0.7828 -0.0400
H -1.1454 -1.2127 1.6936
H 3.2196 0.4315 0.6166
H 3.0161 -0.8361 -0.6357
H 3.0201 0.8656 -1.0919
H 0.7376 1.7155 -1.2781
```

HOMO-LUMO gap   9.13 eV
Energy relative to the best compared isomer or geometry (same formula, charge and spin)   81.08 kcal per mole
Charge   0
E_LUMO   0.5 eV
Electronic energy   -8291.48056 eV

Entry 8:
C5H8N2 | wB97M-V/def2-TZVPD

The geometry in XYZ format:
```
15
C5H8N2 wB97M-V/def2-TZVPD
C 2.5284 0.0389 -0.3390
C 1.1492 0.0435 0.2333
C 0.0616 0.6254 -0.3405
N -1.0428 0.1670 0.3416
C -2.3308 0.0884 -0.3238
C -0.5542 -0.6424 1.3279
N 0.7526 -0.7289 1.3068
H 3.3062 -0.0063 0.4248
H 2.6420 -0.8384 -0.9885
H 2.6805 0.9262 -0.9618
H -0.0441 1.2959 -1.1813
H -2.1344 -0.0295 -1.3938
H -2.8696 -0.7981 0.0138
H -2.9428 0.9807 -0.1741
H -1.2018 -1.1223 2.0545
```

SMILES   Cc1cn(C)cn1
HOMO-LUMO gap   9.39 eV
Energy relative to the best compared isomer or geometry (same formula, charge and spin)   7.18 kcal per mole
Charge   0
E_LUMO   0.9 eV
Electronic energy   -8294.68519 eV

Entry 9:
C5H8N2 | wB97M-V/def2-TZVPD

The geometry in XYZ format:
```
15
C5H8N2 wB97M-V/def2-TZVPD
N 0.3059 -1.7719 2.3995
C 0.7588 -1.4761 1.3701
C -0.3403 -0.7656 0.2866
N -0.8830 -1.7224 -0.5917
C 0.4776 0.2962 -0.3571
C 0.6364 1.6195 0.3231
C -0.1623 1.5022 -0.9474
H -1.1934 -0.3176 0.8652
H -1.4998 -2.4015 -0.1606
H -0.1581 -2.1893 -1.1172
H 1.3530 -0.1216 -0.8429
H 0.0953 1.7839 1.2521
H 1.6124 2.0930 0.2867
H 0.2669 1.8768 -1.8690
H -1.2434 1.5901 -0.8848
```

SMILES   N#C[C@H](N)C1CC1
HOMO-LUMO gap   10.40 eV
Energy relative to the best compared isomer or geometry (same formula, charge and spin)   61.84 kcal per mole
Charge   0
E_LUMO   0.2 eV
Electronic energy   -8292.31449 eV

Entry 10:
C5H8N2 | wB97M-V/def2-TZVPD

The geometry in XYZ format:
```
15
C5H8N2 wB97M-V/def2-TZVPD
N 0.3080 2.1176 1.3826
C 0.8275 1.1471 1.0230
C 1.0610 -0.1578 0.3721
N 2.2879 -0.2872 -0.4078
C -0.2536 -0.3409 -0.5706
C -1.4300 0.5996 -0.4085
C -1.5868 -0.8438 -0.0331
H 1.1236 -0.9051 1.1796
H 3.1263 -0.4252 0.1528
H 2.4488 0.5191 -1.0010
H 0.0813 -0.6511 -1.5582
H -1.2469 1.3254 0.3931
H -1.9930 1.0493 -1.2269
H -2.2229 -1.4904 -0.6461
H -1.6406 -1.0970 1.0234
```

SMILES   N#C[C@H](N)C1CC1
HOMO-LUMO gap   11.06 eV
Energy relative to the best compared isomer or geometry (same formula, charge and spin)   43.86 kcal per mole
Charge   0
E_LUMO   0.8 eV
Electronic energy   -8293.09455 eV

Entry 11:
C5H8N2 | wB97M-V/def2-TZVPD

The geometry in XYZ format:
```
15
C5H8N2 wB97M-V/def2-TZVPD
C -0.7769 0.8796 -1.7804
C -0.7614 -0.0436 -0.8312
C -0.4699 0.2199 0.6268
N -1.5975 -0.1367 1.4596
C 0.8504 -0.4421 0.7860
N 1.6774 -1.2204 1.3173
C 2.0797 -0.4099 0.0544
H -0.9682 0.6163 -2.8153
H -0.6050 1.9284 -1.5495
H -0.8698 -1.1012 -1.0792
H -0.2368 1.2859 0.7644
H -1.3879 0.0128 2.4405
H -1.8174 -1.1200 1.3388
H 2.7163 0.4653 0.1669
H 2.1672 -0.9343 -0.8990
```

SMILES   C=C[C@@H](N)C1=NC1
HOMO-LUMO gap   10.47 eV
Energy relative to the best compared isomer or geometry (same formula, charge and spin)   70.26 kcal per mole
Charge   0
E_LUMO   1.0 eV
Electronic energy   -8291.94977 eV

Entry 12:
C5H8N2 | wB97M-V/def2-TZVPD

The geometry in XYZ format:
```
15
C5H8N2 wB97M-V/def2-TZVPD
C -1.2928 -0.1414 -1.8209
C -0.4611 -0.3998 -0.6084
C 0.9311 -0.8028 -0.6007
N 1.4103 -0.9535 0.5928
N 0.4220 -0.4647 1.4601
C 0.9914 0.8888 1.6826
C -0.7501 -0.2642 0.7023
H -0.9025 0.7279 -2.3657
H -2.3331 0.0674 -1.5564
H -1.2700 -0.9965 -2.5027
H 1.5700 -0.9589 -1.4612
H 1.1383 1.2031 0.6009
H 1.9726 0.8115 2.1514
H 0.3166 1.4905 2.3047
H -1.6669 0.0386 1.1998
```

SMILES   Cc1cnn(C)c1
HOMO-LUMO gap   10.23 eV
Energy relative to the best compared isomer or geometry (same formula, charge and spin)   46.08 kcal per mole
Charge   0
E_LUMO   1.0 eV
Electronic energy   -8292.99803 eV

Entry 13:
C5H8N2 | wB97M-V/def2-TZVPD

The geometry in XYZ format:
```
15
C5H8N2 wB97M-V/def2-TZVPD
C 2.4527 -0.4300 -0.1256
C 1.0261 0.0007 0.0404
C 0.5705 1.1953 0.6350
N -0.7506 1.3054 0.5923
N -1.1705 0.1981 -0.0287
C -2.5959 -0.0389 -0.1505
C -0.1394 -0.6158 -0.3737
H 2.7957 -0.2741 -1.1557
H 2.6008 -1.4816 0.1256
H 3.1110 0.1632 0.5160
H 1.1590 1.9804 1.1016
H -3.0661 0.6863 -0.8194
H -3.0563 0.0457 0.8354
H -2.7627 -1.0431 -0.5438
H -0.3046 -1.5537 -0.8870
```

SMILES   Cc1cnn(C)c1
HOMO-LUMO gap   9.82 eV
Energy relative to the best compared isomer or geometry (same formula, charge and spin)   13.06 kcal per mole
Charge   0
E_LUMO   1.0 eV
Electronic energy   -8294.43009 eV

Entry 14:
C5H8N2 | wB97M-V/def2-TZVPD

The geometry in XYZ format:
```
15
C5H8N2 wB97M-V/def2-TZVPD
C 2.5313 0.2490 -0.2407
C 1.1148 -0.0090 0.1516
C 0.0101 0.1833 -0.6187
N -1.0459 -0.3278 0.0868
C -2.3583 0.1730 -0.2403
C -0.5519 -0.7296 1.2843
N 0.7534 -0.5919 1.3472
H 3.1710 0.2753 0.6414
H 2.8962 -0.5455 -0.9004
H 2.6356 1.1965 -0.7795
H -0.1188 0.4162 -1.6638
H -2.6597 -0.0871 -1.2591
H -3.0991 -0.3488 0.4072
H -2.0871 1.2576 -0.2893
H -1.1915 -1.1113 2.0736
```

SMILES   Cc1cn(C)cn1
HOMO-LUMO gap   9.44 eV
Energy relative to the best compared isomer or geometry (same formula, charge and spin)   15.76 kcal per mole
Charge   0
E_LUMO   0.9 eV
Electronic energy   -8294.31296 eV

Entry 15:
C5H8N2 | wB97M-V/def2-TZVPD

The geometry in XYZ format:
```
15
C5H8N2 wB97M-V/def2-TZVPD
C -2.6359 0.2768 -0.0350
C 1.8318 -1.7351 0.8927
C 0.7417 -0.8720 0.9964
C 1.1200 -0.0254 -0.0711
N 0.7747 1.2775 -0.2635
C 2.0940 -0.7410 -0.8781
N 2.3032 -1.9339 -0.3452
H -2.5947 0.9865 0.7971
H -2.3971 0.7898 -0.9701
H -3.6448 -0.1385 -0.0953
H 0.2163 -0.5567 1.8874
H 1.4779 1.9265 -0.5825
H 0.0668 1.6757 0.3350
H 2.5635 -0.3994 -1.7965
H -1.9172 -0.5308 0.1288
```

HOMO-LUMO gap (alpha / beta)   7.73 / 7.72 eV
Energy relative to the best compared isomer or geometry (same formula, charge and spin)   97.20 kcal per mole
Charge   0
E_LUMO (alpha / beta)   -0.7 / -0.5 eV
Electronic energy   -8290.78112 eV

Entry 16:
C5H8N2 | wB97M-V/def2-TZVPD

The geometry in XYZ format:
```
15
C5H8N2 wB97M-V/def2-TZVPD
C 1.9330 1.2815 0.9626
C 0.9186 0.4115 0.2841
C 1.1322 -0.7229 -0.5341
C -0.1312 -1.1440 -0.8821
N -1.0013 -0.2898 -0.2962
C -2.4450 -0.3562 -0.2809
N -0.3792 0.6586 0.4205
H 1.4631 2.2068 1.3070
H 2.7624 1.5315 0.2895
H 2.3626 0.7792 1.8379
H 2.0738 -1.1600 -0.8362
H -0.4705 -1.9676 -1.4971
H -2.7933 -0.9032 -1.1606
H -2.8366 0.6621 -0.3038
H -2.8048 -0.8568 0.6245
```

SMILES   Cc1ccn(C)n1
HOMO-LUMO gap   9.98 eV
Energy relative to the best compared isomer or geometry (same formula, charge and spin)   10.45 kcal per mole
Charge   0
E_LUMO   1.0 eV
Electronic energy   -8294.54299 eV